No. 1
This record from the Open Molecules 2025 dataset describes one molecule with the formula C4H8ClF at a distorted geometry. The level of theory is ωB97M-V/def2-TZVPD.

Each line ends with the Mulliken charge.
Element x y z (Å)
C (-1.2036, -1.3160, 0.6444)  -1.263
C (-0.9000, -0.3818, -0.4524)  0.420
C (0.3425, 0.4360, -0.4187)  0.050
C (0.1785, 1.4894, 0.6724)  -1.387
H (-2.0845, -1.9392, 0.2202)  0.289
H (-0.4115, -1.9063, 0.9396)  0.415
H (-1.5768, -0.8705, 1.6439)  0.293
H (-0.8812, -0.8337, -1.4407)  0.264
H (0.5307, 0.8772, -1.3259)  0.379
H (-0.0013, 0.9250, 1.5789)  0.352
H (1.1201, 2.0902, 0.7903)  0.354
H (-0.6203, 2.1815, 0.5912)  0.337
F (-1.8851, 0.5768, -0.4491)  -0.318
Cl (1.7874, -0.4165, -0.0959)  -0.185

## Properties
- Multiplicity: 1
- Molar mass: 110.6 g mol⁻¹
- E_LUMO: 0.97 eV
- Orbital gap: 11.69 eV
- Total energy: -717.2432 hartree
- Highest occupied orbital energy: -10.715 eV
- F_max: 3.976 eV/A

=====

No. 2
This record from the Open Molecules 2025 dataset describes a 2-piece molecular cluster, C4H8ClN overall at a distorted geometry. The level of theory is ωB97M-V/def2-TZVPD.

Each line ends with the Mulliken charge.
Element x y z (Å)
C (1.7890, 0.4393, 0.4569)  -0.602
C (1.0976, 1.3714, 1.0897)  -0.324
C (-0.0667, -0.2171, -1.9545)  -0.117
C (-1.8487, -0.6186, -0.5589)  -0.557
N (-1.1673, 0.1615, -1.4886)  -0.300
Cl (0.8761, 0.8087, -2.9778)  -0.160
H (1.8895, -0.5815, 0.6973)  0.297
H (2.4023, 0.7295, -0.4144)  0.222
H (1.0955, 2.5336, 0.9120)  0.188
H (0.3048, 1.0918, 1.7681)  0.219
H (0.4119, -1.1453, -1.9279)  0.412
H (-2.8292, -0.6140, -0.9580)  0.250
H (-1.2571, -1.6113, -0.6138)  0.291
H (-1.9633, -0.1626, 0.4936)  0.181

## Properties
- Multiplicity: 1
- Molar mass: 105.6 g mol⁻¹
- E_LUMO: 1.07 eV
- Orbital gap: 10.89 eV
- Total energy: -672.0626 hartree
- Highest occupied orbital energy: -9.822 eV
- F_max: 3.406 eV/A

=====

No. 3
This record from the Open Molecules 2025 dataset describes C4H8ClN as an isolated structure at a distorted geometry. The level of theory is ωB97M-V/def2-TZVPD.

Each line ends with the Mulliken charge.
Element x y z (Å)
C (-1.1366, -1.1729, 0.0189)  -1.346
C (-0.4076, -0.0168, 0.6683)  0.731
C (-0.1517, 1.0584, -0.4036)  -0.622
C (1.1553, -0.2718, 0.3186)  -0.770
H (-1.3291, -2.0580, 0.5636)  0.425
H (-0.6482, -1.4949, -0.8023)  0.403
H (-2.1376, -0.6363, -0.3117)  0.261
H (-0.7631, 1.5605, -1.1401)  0.364
H (0.4245, 2.1590, 0.0040)  0.294
H (1.5817, 1.1839, -1.3871)  0.314
H (1.4915, -1.2961, 0.1690)  0.308
H (1.6799, 0.4110, 0.9215)  0.398
N (0.9509, 0.3330, -1.0155)  -0.549
Cl (-0.7099, 0.2410, 2.3964)  -0.213

## Properties
- Multiplicity: 1
- Molar mass: 105.6 g mol⁻¹
- E_LUMO: 0.90 eV
- Orbital gap: 10.09 eV
- Total energy: -672.0440 hartree
- Highest occupied orbital energy: -9.189 eV
- F_max: 5.703 eV/A

=====

No. 4
This record from the Open Molecules 2025 dataset describes a 2-piece molecular cluster, C4H8ClN2O4S overall at a distorted geometry. The level of theory is ωB97M-V/def2-TZVPD.

Each line ends with the Mulliken charge.
Element x y z (Å)
C (-1.0133, -1.2106, -2.9074)  0.365
C (-0.3016, -0.3390, -1.7951)  -0.139
C (-0.6888, -0.6020, -0.3983)  -0.492
C (-0.2733, -1.9686, 0.0962)  0.602
N (-1.1173, -2.6572, 0.7038)  -0.558
N (1.7509, 3.6072, 2.1224)  -0.663
O (-1.7810, -2.2154, -2.4642)  -0.533
O (-0.9851, -0.9311, -4.0456)  -0.558
O (0.6109, 1.2639, 1.2488)  -0.655
O (2.4133, 2.2743, -0.0026)  -0.595
S (1.1482, 2.5511, 0.6576)  0.513
Cl (1.3654, -2.4429, -0.2030)  -0.184
H (0.8649, -0.4136, -1.7818)  0.299
H (-0.5305, 0.6108, -2.1034)  0.377
H (-0.2330, 0.0878, 0.2503)  -0.155
H (-1.8161, -0.4311, -0.2642)  0.296
H (-1.7878, -2.0699, -1.5337)  0.410
H (-0.8790, -3.4499, 1.2170)  0.257
H (1.3781, 3.3917, 3.0787)  0.206
H (2.7200, 3.5212, 2.2053)  0.203

## Properties
- Multiplicity: 1
- Molar mass: 215.6 g mol⁻¹
- E_LUMO: 3.01 eV
- Orbital gap: 7.45 eV
- Charge: -1
- Total energy: -1426.1131 hartree
- Highest occupied orbital energy: -4.435 eV
- F_max: 3.720 eV/A

=====

No. 5
This record from the Open Molecules 2025 dataset describes one molecule with the formula C4H8ClN3 at a distorted geometry. The level of theory is ωB97M-V/def2-TZVPD.

Each line ends with the Mulliken charge.
Element x y z (Å)
C (0.5344, -0.4518, 1.3423)  -0.282
C (-0.0651, 0.7603, 1.2634)  -0.358
C (0.8837, -2.3309, -0.3299)  -0.832
C (-1.3071, 2.0579, -0.4781)  -0.930
N (0.2494, -1.2053, 0.2583)  0.053
N (-0.6932, 0.8606, 0.0334)  0.523
N (-0.4557, -0.0994, -0.7979)  -0.583
Cl (1.1384, 0.5238, -2.0639)  -0.446
H (1.1561, -0.8361, 2.1281)  0.441
H (-0.1408, 1.5491, 1.9837)  0.393
H (1.9747, -2.2635, -0.3204)  0.312
H (0.5807, -3.2409, 0.1931)  0.333
H (0.5377, -2.3884, -1.3596)  0.341
H (-0.7474, 2.9396, -0.1688)  0.341
H (-1.3091, 1.9898, -1.5652)  0.373
H (-2.3367, 2.1352, -0.1185)  0.322

## Properties
- Multiplicity: 1
- Molar mass: 133.6 g mol⁻¹
- E_LUMO (spin up / spin down): 0.61 / 0.61 eV
- Orbital gap (spin up / spin down): 8.14 / 8.14 eV
- Total energy: -781.5431 hartree
- Highest occupied orbital energy (spin up / spin down): -7.530 / -7.531 eV
- F_max: 5.085 eV/A

=====

No. 6
This record from the Open Molecules 2025 dataset describes an isolated ion of composition C4H8ClNOP and charge +1. The level of theory is ωB97M-V/def2-TZVPD.

Each line ends with the Mulliken charge.
Element x y z (Å)
O (2.5774, -1.1055, 0.0618)  -0.449
P (1.7431, 0.0181, -0.7515)  0.364
Cl (2.6906, 1.7859, -0.2800)  -0.209
C (0.4162, 0.1147, 0.5988)  -0.170
C (-0.4003, 1.3120, 0.3486)  -0.302
N (-1.4685, 1.0282, -0.3028)  -0.012
C (-1.6126, -0.4215, -0.5954)  -0.517
C (-0.6176, -1.0138, 0.4063)  -0.697
H (3.3358, -1.4534, -0.4164)  0.352
H (0.9222, 0.1282, 1.5625)  0.518
H (-0.1612, 2.3337, 0.6153)  0.501
H (-2.1313, 1.7289, -0.6132)  0.260
H (-2.6415, -0.7336, -0.4429)  0.356
H (-1.3392, -0.5839, -1.6376)  0.337
H (-1.1316, -1.1796, 1.3538)  0.306
H (-0.1815, -1.9584, 0.0926)  0.361

## Properties
- Multiplicity: 1
- Molar mass: 152.5 g mol⁻¹
- E_LUMO: -4.65 eV
- Orbital gap: 8.84 eV
- Charge: +1
- Total energy: -1088.5579 hartree
- Highest occupied orbital energy: -13.494 eV
- F_max: 0.302 eV/A

=====

No. 7
This record from the Open Molecules 2025 dataset describes a 2-piece molecular cluster, C4H8ClNOS overall at a distorted geometry. The level of theory is ωB97M-V/def2-TZVPD.

Each line ends with the Mulliken charge.
Element x y z (Å)
C (1.8297, 1.2232, -0.7118)  0.114
C (-0.7877, 1.1847, 0.5936)  -1.600
C (-0.4929, -0.7496, -1.0243)  -0.820
C (0.0494, 0.0215, 0.1207)  0.503
N (0.6751, -0.6231, 1.1995)  -0.364
O (1.8847, 1.4785, -1.8623)  -0.413
S (-2.0970, -1.5657, -0.5519)  -0.221
Cl (1.5093, -2.1188, 0.8537)  -0.110
H (2.5224, 1.4725, 0.0907)  0.342
H (-1.0218, 1.8348, -0.2463)  0.384
H (-0.2527, 1.7578, 1.3447)  0.416
H (-1.7298, 0.8363, 1.0240)  0.443
H (0.1742, -1.5353, -1.3697)  0.474
H (-0.7557, -0.0969, -1.8531)  0.384
H (0.0639, -0.7772, 1.9987)  0.348
H (-1.5711, -2.3426, 0.3939)  0.120

## Properties
- Multiplicity: 1
- Molar mass: 153.6 g mol⁻¹
- E_LUMO: 0.61 eV
- Orbital gap: 8.30 eV
- Total energy: -1145.4574 hartree
- Highest occupied orbital energy: -7.686 eV
- F_max: 3.902 eV/A

=====

No. 8
This record from the Open Molecules 2025 dataset describes a 2-piece molecular cluster, C4H8ClNSi overall at a distorted geometry. The level of theory is ωB97M-V/def2-TZVPD.

Each line ends with the Mulliken charge.
Element x y z (Å)
C (0.1416, 1.3084, -2.4148)  -0.577
C (0.2986, 0.7368, -1.2129)  -0.230
C (-1.6643, 1.3086, 1.4310)  -0.016
C (-0.1816, -1.8691, 1.5647)  -1.115
N (-0.7165, 2.0894, 1.7865)  -0.546
Si (-1.0225, 0.1771, 0.0138)  0.415
Cl (-2.7503, -0.4022, -1.0296)  -0.322
H (1.0324, 1.6459, -2.9254)  0.253
H (-0.8268, 1.5034, -2.9730)  0.205
H (1.2280, 0.4557, -0.8058)  0.331
H (-2.7169, 1.1553, 1.8279)  0.318
H (0.4094, -1.3569, 2.2463)  0.414
H (-1.0796, -2.3836, 2.0376)  0.325
H (0.3876, -2.4630, 0.8202)  0.363
H (-0.7784, 2.7264, 2.4736)  0.183

## Properties
- Multiplicity: 3
- Molar mass: 133.7 g mol⁻¹
- E_LUMO (spin up / spin down): 0.65 / -2.04 eV
- Orbital gap (spin up / spin down): 6.33 / 7.35 eV
- Total energy: -961.4631 hartree
- Highest occupied orbital energy (spin up / spin down): -5.680 / -9.388 eV
- F_max: 4.418 eV/A

=====

No. 9
This record from the Open Molecules 2025 dataset describes C4H8F12LiN2O12S4 as an isolated structure at a distorted geometry. The level of theory is ωB97M-V/def2-TZVPD.

Each line ends with the Mulliken charge.
Element x y z (Å)
Li (0.5599, 1.3228, -1.1200)  0.918
C (-2.4759, 2.1795, 1.4932)  0.636
F (-2.5930, 0.8694, 1.5978)  -0.199
F (-1.6182, 2.4996, 0.5068)  -0.143
F (-3.6508, 2.7200, 1.1721)  -0.245
S (-1.9386, 2.9470, 3.1322)  1.044
O (-2.3056, 4.3208, 3.1064)  -0.583
O (-2.6235, 2.1448, 4.1000)  -0.675
N (-0.3209, 2.5867, 3.1963)  -0.500
S (0.5337, 3.8981, 2.9497)  1.154
O (0.3006, 4.5390, 1.6627)  -0.679
O (0.6050, 4.7851, 4.0686)  -0.613
C (2.2830, 3.2718, 2.7174)  0.562
F (3.1016, 4.2882, 3.0145)  -0.221
F (2.5796, 2.2209, 3.4971)  -0.248
F (2.4868, 2.9129, 1.4525)  -0.216
C (0.8778, -3.2006, 0.4826)  0.652
F (2.0629, -2.5827, 0.5230)  -0.238
F (1.0472, -4.4904, 0.6403)  -0.221
F (0.1525, -2.7357, 1.5055)  -0.251
S (0.0182, -2.7668, -1.1376)  1.103
O (-1.3361, -2.6407, -0.7306)  -0.672
O (0.6658, -1.5672, -1.6004)  -0.662
N (0.3946, -4.0301, -2.1143)  -0.475
S (-0.9132, -4.9664, -2.1564)  1.176
O (-1.1915, -5.6214, -0.9159)  -0.627
O (-2.0359, -4.4164, -2.8639)  -0.655
C (-0.3424, -6.2889, -3.3276)  0.600
F (-1.0510, -7.3798, -3.1130)  -0.219
F (-0.5093, -5.9094, -4.5966)  -0.232
F (0.9568, -6.5927, -3.1636)  -0.242
O (-1.1846, 0.6544, -1.8617)  -0.466
H (-2.1078, 0.9166, -1.9315)  0.206
H (-1.0149, 0.1058, -2.6408)  0.263
O (2.0582, 1.0508, -2.4858)  -0.571
H (2.6198, 0.2958, -2.6995)  0.279
H (2.6461, 1.8167, -2.4525)  0.282
O (0.6522, 0.6245, 0.7771)  -0.373
H (0.3261, -0.2367, 1.0700)  0.181
H (0.2833, 1.2597, 1.4253)  0.124
O (0.7016, 3.3467, -1.1262)  -0.420
H (0.7944, 3.8288, -0.2695)  0.268
H (0.5054, 4.0195, -1.7834)  0.197

## Properties
- Multiplicity: 1
- Molar mass: 639.3 g mol⁻¹
- E_LUMO: 1.38 eV
- Orbital gap: 8.64 eV
- Charge: -1
- Total energy: -3968.4742 hartree
- Highest occupied orbital energy: -7.260 eV
- F_max: 2.149 eV/A

=====

No. 10
This record from the Open Molecules 2025 dataset describes a 2-piece molecular cluster, C4H8F2N3 overall at a distorted geometry. The level of theory is ωB97M-V/def2-TZVPD.

Each line ends with the Mulliken charge.
Element x y z (Å)
C (0.1317, -0.8327, 0.2660)  0.496
C (-0.2127, 2.4566, 0.8674)  -0.597
C (-1.1011, -1.7207, -1.5500)  -0.722
C (-0.2735, 1.7961, -0.2961)  0.520
N (2.2797, -0.5063, 1.3863)  -0.550
N (1.1412, -0.9119, 0.8960)  0.211
N (-1.0391, -1.0138, -0.2878)  -0.156
F (0.7603, 1.2039, -0.9747)  -0.226
F (-1.3781, 1.4455, -0.8693)  -0.210
H (0.7856, 2.4458, 1.3392)  0.158
H (2.3052, 0.5318, 1.4960)  0.272
H (-1.0001, 3.0213, 1.1340)  0.345
H (-0.1209, -1.6647, -2.0183)  0.290
H (-1.9186, -1.2978, -2.1222)  0.304
H (-1.3370, -2.8055, -1.3650)  0.318
H (2.7980, -1.3217, 1.8260)  0.285
H (-1.8208, -0.8261, 0.2723)  0.259

## Properties
- Multiplicity: 1
- Molar mass: 136.1 g mol⁻¹
- E_LUMO: -3.32 eV
- Orbital gap: 10.65 eV
- Charge: +1
- Total energy: -520.8256 hartree
- Highest occupied orbital energy: -13.962 eV
- F_max: 5.475 eV/A